Formula: C2H8N2
Source: OMol25
Level of theory: wB97M-V/def2-TZVPD

Geometry as XYZ:
```
12
Properties=species:S:1:pos:R:3:lowdin_charge:R:1
N 0.70 0.76 -0.03 -0.16
N -0.94 -0.89 -1.00 0.02
C -0.69 0.57 -0.77 -0.24
C 0.88 -0.21 1.04 -0.21
H 0.73 1.75 0.36 0.10
H 1.14 -1.08 0.59 0.00
H -0.08 -0.56 1.64 0.10
H -1.23 -1.45 -0.25 0.04
H 1.81 0.07 1.70 0.11
H -0.27 -1.22 -1.64 0.05
H -0.63 1.28 -1.61 0.10
H -1.42 0.96 -0.05 0.09
```

- Kohn-Sham gap (eV) = 9.8
- structure (SMILES) = CNCN
- E_LUMO (eV) = 1.2
- multiplicity = 1
- total energy (Eh) = -190.45362
- HOMO level (eV) = -8.7

=====

Formula: C2H8N2
Source: OMol25
Level of theory: wB97M-V/def2-TZVPD

Geometry as XYZ:
```
12
Properties=species:S:1:pos:R:3:lowdin_charge:R:1
N 3.09 -0.70 0.08 -0.03
N 3.36 0.45 -0.05 -0.18
C -0.98 -0.49 -0.10 -0.18
C -2.39 0.04 0.14 -0.18
H -2.87 -0.52 0.94 0.06
H -1.00 -1.54 -0.36 0.06
H -2.99 -0.07 -0.76 0.06
H -0.36 -0.37 0.79 0.06
H -0.50 0.06 -0.91 0.06
H 3.22 1.18 0.70 0.11
H -2.37 1.09 0.43 0.06
H 3.79 0.87 -0.92 0.11
```

- Kohn-Sham gap (eV) = 9.1
- E_LUMO (eV) = 0.9
- multiplicity = 1
- total energy (Eh) = -190.40663
- HOMO level (eV) = -8.2

=====

Question: Which formula does entry 1 have?
Answer: C2H8N2

=====

Question: Which of these has the highest Kohn-Sham gap?
Answer: number 1